The following is a DFT calculation (the ωB97M-V functional and the def2-TZVPD basis) of a gas-phase ion, H3O4PSi (charge -2) in a non-equilibrium geometry.

The SMILES is O=P([O-])([O-])[SiH2]O. Its HOMO-LUMO gap is 6.29 eV. The net charge is -2. The calculation puts the HOMO energy at 0.521 eV. As for the multiplicity: 1. Its maximum force is 3.32 eV Å⁻¹. As for the lowest unoccupied orbital energy: 0.25016 Ha. The value obtained for the energy relative to the best compared isomer or geometry (same formula, charge and spin) is 18.0 kcal/mol.

```
9
Properties=species:S:1:pos:R:3:forces:R:3:lowdin_charge:R:1
O 1.624794 -0.367095 1.357604 -0.3 -0.1 1.1 -0.51
P 1.367203 0.356123 0.062749 1.7 1.2 -1.1 -0.09
O 1.851786 1.833868 -0.007483 -0.7 -1.4 -0.1 -0.58
O 1.759878 -0.551195 -1.131143 -1.0 0.7 0.1 -0.55
Si -0.954982 0.297875 0.086636 1.3 1.3 -1.5 0.35
O -1.262071 -1.282282 0.085191 -0.2 -3.3 -0.5 -0.38
H -1.775499 0.704828 1.136499 -1.0 1.0 2.1 -0.14
H -1.962283 0.617348 -0.995526 0.1 0.9 -0.6 -0.11
H -0.648826 -1.609472 -0.594523 0.0 -0.4 0.4 0.01
```
Positions in Å, forces in eV/Å.



The following is a DFT calculation (the ωB97M-V functional and the def2-TZVPD basis) of a single C2H4N2S molecule in a non-equilibrium geometry.

The SMILES is C1N=NCS1. Its HOMO-LUMO gap is 9.56 eV. The calculation puts the HOMO energy at -8.983 eV. As for the multiplicity: 1. Its maximum force is 3.57 eV Å⁻¹. As for the lowest unoccupied orbital energy: 0.02119 Ha. The value obtained for the energy relative to the best compared isomer or geometry (same formula, charge and spin) is 53.0 kcal/mol.

```
9
Properties=species:S:1:pos:R:3:forces:R:3:lowdin_charge:R:1
C 0.283535 1.280717 -0.004258 -3.4 0.9 -0.1 -0.34
N 1.268310 0.291826 -0.016161 0.8 0.2 0.0 -0.06
N 0.960005 -0.883711 -0.033907 1.1 0.0 1.4 -0.04
C -0.425582 -1.249478 0.087619 -0.8 1.8 -2.9 -0.51
S -1.543077 0.255653 0.086334 2.7 0.1 0.0 0.70
H 0.076224 1.975406 0.797467 1.0 -0.7 1.3 0.05
H 0.452823 2.073072 -0.754133 -0.4 -1.2 -0.9 0.08
H -0.508404 -1.684198 -0.900030 -0.7 -0.5 -0.4 0.06
H -0.563837 -2.059285 0.737066 -0.3 -0.6 1.6 0.06
```
Positions in Å, forces in eV/Å.



The following is a DFT calculation (the ωB97M-V functional and the def2-TZVPD basis) of a single C4H10O2 molecule in a non-equilibrium geometry.

The SMILES is OCCCCO. Its HOMO-LUMO gap is 10.92 eV. The calculation puts the HOMO energy at -10.052 eV. As for the multiplicity: 1. Its maximum force is 1.32 eV Å⁻¹. As for the lowest unoccupied orbital energy: 0.03206 Ha. The value obtained for the energy relative to the best compared isomer or geometry (same formula, charge and spin) is 30.3 kcal/mol.

```
16
Properties=species:S:1:pos:R:3:forces:R:3:lowdin_charge:R:1
O -2.142492 -0.297369 -0.431670 -0.4 -0.1 -0.1 -0.06
C -1.554135 0.334410 0.689084 0.4 1.1 -0.6 -0.29
C -0.446815 -0.525447 1.283370 -0.1 0.3 -0.3 -0.17
C 0.839455 -0.667918 0.421876 0.2 1.0 -0.4 -0.16
C 1.328220 0.642009 -0.262137 0.0 -0.5 -0.4 -0.24
O 1.852182 0.415975 -1.587803 -1.1 0.0 0.4 -0.07
H -1.478298 -0.522217 -1.091916 0.1 0.1 0.2 0.08
H -1.242733 1.361645 0.424952 0.5 -0.4 -0.2 0.10
H -2.353047 0.615815 1.366732 -0.3 -0.9 0.4 0.11
H -0.151390 -0.130529 2.255955 -0.1 0.0 0.1 0.11
H -0.935150 -1.488720 1.429785 0.4 -0.2 0.2 0.11
H 0.791454 -1.352999 -0.426837 -0.4 -0.4 0.3 0.11
H 1.657298 -0.977646 1.075946 -0.2 -0.4 -0.1 0.10
H 2.116422 1.090078 0.340272 -0.2 0.4 0.1 0.12
H 0.512371 1.326032 -0.453573 -0.1 0.3 0.4 0.09
H 2.774439 0.279533 -1.484739 1.3 -0.3 -0.1 0.06
```
Positions in Å, forces in eV/Å.